8
Properties=species:S:1:pos:R:3:forces:R:3 method="wB97M-V/def2-TZVPD" energy_ha=-3410.4694 e_lumo_ev="0.13 / -0.46" e_homo_ev="-8.9733 / -8.4090" molar_mass_g_mol=197.381 homo_lumo_gap_ev="9.11 / 7.95" de_lowest_kcal_mol=88.9
C 1.33814 -0.03760 -0.60263 -1.11 -3.30 3.11
C -1.11478 0.02425 0.63200 1.00 -0.87 -1.19
F 1.21016 -0.96055 -1.59743 0.37 1.14 1.06
F -0.94295 -0.62302 1.76688 -0.08 -0.20 0.29
F -1.40480 1.26519 0.85888 -0.17 1.20 0.37
Cl 1.62348 1.51312 -0.96074 0.45 1.87 -0.94
Br -2.34946 -0.78202 -0.57247 -0.05 -0.18 0.06
H 1.64021 -0.39938 0.47551 -0.41 0.33 -2.75